Density functional theory data (the ωB97M-V functional and the def2-TZVPD basis) for the molecule C9H6N2O in a non-equilibrium geometry.

HOMO (eV): -8.14
ΔE to the lowest compared entry with this formula, charge and spin (kcal per mole): 40.2
Net charge: 0

Positions of all 18 atoms, in Å:
N  2.6690  2.7358  0.2868
C  2.1163  1.6347  0.0141
C  1.5039  0.4155  -0.1395
C  1.8947  -0.9027  0.0291
O  3.0320  -1.6049  0.0707
C  0.7792  -1.7145  -0.1052
N  -0.2950  -0.8241  -0.0623
C  -1.6751  -1.1389  0.2725
C  -2.4939  -0.1396  0.2398
C  -2.1890  1.2674  -0.0287
C  -0.8430  1.5045  -0.1793
C  0.1304  0.4816  -0.0598
H  3.7498  -0.9952  0.1550
H  0.4109  -2.7736  -0.3119
H  -1.8502  -2.1770  0.1781
H  -3.5476  -0.2981  0.3448
H  -2.9043  2.0571  -0.2801
H  -0.4881  2.4722  -0.4239

Atom charges from the Löwdin analysis, given in e for atoms 1 to 2: N 0.12; C -0.16

---

Density functional theory data (the ωB97M-V functional and the def2-TZVPD basis) for the ion C5H11N4 with charge +1 in a non-equilibrium geometry.

HOMO (eV): -12.70
ΔE to the lowest compared entry with this formula, charge and spin (kcal per mole): 65.4
Net charge: +1

Positions of all 20 atoms, in Å:
N  -3.0891  1.9097  -0.2678
C  -2.5751  0.8638  -0.1698
N  -1.9131  -0.1472  -0.2100
C  -1.2302  -0.8574  0.8048
C  -0.3171  -1.8044  0.0404
N  0.3397  -0.9515  -0.9881
C  1.4011  -0.0287  -0.4124
C  1.0737  1.2130  0.0326
N  1.9788  2.2054  0.3039
H  -3.9843  2.2628  -0.1797
H  -1.9012  -1.3075  1.5820
H  -0.5240  -0.1887  1.5625
H  0.4846  -2.1863  0.7741
H  -0.7223  -2.5700  -0.4450
H  0.7568  -1.4188  -1.7762
H  -0.2495  -0.3088  -1.4693
H  2.3554  -0.4730  -0.5192
H  0.0253  1.5041  0.0272
H  1.5337  2.9036  0.9555
H  2.9898  2.2625  0.1991

Atom charges from the Löwdin analysis, given in e for atoms 1 to 2: N 0.25; C -0.29

---

Density functional theory data (the ωB97M-V functional and the def2-TZVPD basis) for a cluster of 2 separate species, CH5INPS in total in a non-equilibrium geometry.

Spin multiplicity: 3
HOMO (alpha / beta) (eV): -6.94 / -8.71
Net charge: 0

Positions of all 10 atoms, in Å:
C  -0.0725  -0.8262  -0.4476
N  0.5545  0.9565  -2.4322
P  0.2599  0.9439  -0.7704
S  5.5665  0.9884  0.1146
I  3.3966  0.0805  -0.0277
H  -0.6692  -1.3060  -1.1558
H  0.8249  -1.3347  -0.5581
H  -0.5440  -0.7861  0.5318
H  0.4288  0.0608  -2.8600
H  1.3799  1.3534  -2.7712

Atom charges from the Löwdin analysis, given in e for atoms 1 to 2: C -0.42; N -0.29